(1)
ORCA calculation (the ωB97M-V functional and the def2-TZVPD basis) on a molecular structure, C3H6MnNO4S in a non-equilibrium geometry.

Properties
* relative energy (zero: lowest compared OMol25 entry of this formula, charge and spin): 0.00 kJ/mol
* orbital gap (alpha / beta): 7.7 / 8.5 eV
* max |F|: 2.342 eV/Å
* LUMO level (alpha / beta): -0.477 / -1.787 eV
* M: 207.09 g/mol

```
! RIJCOSX wB97M-V def2-TZVPD def2/J DEFGRID3
* xyz 0 7
O -1.91907 1.51459 0.15869
C -3.16552 0.98687 -0.10045
C -3.29178 -0.48427 0.29054
O -2.36347 -1.28158 -0.44587
C -1.14500 -1.46314 0.07667
Mn -0.27757 0.75201 -0.05832
H -3.43766 1.07504 -1.17189
H -3.95811 1.51539 0.46664
H -4.29134 -0.86408 0.04435
H -3.10328 -0.61539 1.36771
H -0.50706 -2.11194 -0.52839
H -1.07515 -1.51742 1.17275
N 1.52441 0.65946 -0.97002
S 2.40924 -0.01482 0.00019
O 3.63044 -0.74228 -0.33048
O 1.83922 -0.32850 1.33596
*
```

Atom charges from the Löwdin analysis, given in e for atoms 1 to 2:
1. O -0.376
2. C -0.334

(2)
ORCA calculation (the ωB97M-V functional and the def2-TZVPD basis) on 2 unconnected molecules or ions with the total composition C3H6N in a non-equilibrium geometry.

Properties
* relative energy (zero: lowest compared OMol25 entry of this formula, charge and spin): 606.82 kJ/mol
* orbital gap (alpha / beta): 8.1 / 10.0 eV
* max |F|: 5.405 eV/Å
* LUMO level (alpha / beta): -4.473 / -4.519 eV
* M: 56.09 g/mol

```
! RIJCOSX wB97M-V def2-TZVPD def2/J DEFGRID3
* xyz 1 1
C -0.60945 -1.36959 0.64949
C -0.54222 -1.22657 -0.72965
C 0.10182 -0.20881 0.02907
N -0.01207 1.30877 0.05274
H -0.80862 -1.75880 1.60854
H -0.84907 -1.41049 -1.73068
H 2.68235 -0.26398 -0.20217
H 1.00747 1.63021 -0.03748
H -0.38216 1.63047 1.04925
H -0.58805 1.66877 -0.68912
*
```

Atom charges from the Löwdin analysis, given in e for atoms 1 to 2:
1. C 0.138
2. C 0.078

(3)
ORCA calculation (the ωB97M-V functional and the def2-TZVPD basis) on 2 unconnected molecules or ions with the total composition C3H6N in a non-equilibrium geometry.

Properties
* relative energy (zero: lowest compared OMol25 entry of this formula, charge and spin): 347.48 kJ/mol
* orbital gap: 7.8 eV
* max |F|: 1.688 eV/Å
* LUMO level: -8.425 eV
* M: 56.09 g/mol

```
! RIJCOSX wB97M-V def2-TZVPD def2/J DEFGRID3
* xyz 1 1
C -0.05298 0.04423 0.04861
C 3.02888 0.02398 0.05208
C -2.58111 0.03707 0.08105
N -1.19982 0.06835 0.06346
H 3.03653 1.08436 0.26220
H 3.06660 -0.68848 0.86327
H 3.00641 -0.32128 -0.97152
H -2.95792 0.41459 -0.87127
H -2.91514 -0.99184 0.22947
H -2.94086 0.66674 0.89727
*
```

Atom charges from the Löwdin analysis, given in e for atoms 1 to 2:
1. C 0.106
2. C 0.508

(4)
ORCA calculation (the ωB97M-V functional and the def2-TZVPD basis) on a gas-phase ion, C3H6N (charge +1) in a non-equilibrium geometry.

Properties
* relative energy (zero: lowest compared OMol25 entry of this formula, charge and spin): 178.79 kJ/mol
* orbital gap: 8.6 eV
* max |F|: 2.223 eV/Å
* structure (SMILES): C=C[NH+]=C
* LUMO level: -6.438 eV
* M: 56.09 g/mol

```
! RIJCOSX wB97M-V def2-TZVPD def2/J DEFGRID3
* xyz 1 1
C 0.41595 -0.01383 0.69829
C 1.64033 -0.48956 0.49261
C -1.58638 0.00886 -0.65750
N -0.38991 0.45310 -0.40381
H -0.07053 -0.10654 1.67699
H 2.26929 -0.08970 -0.27609
H 1.95453 -1.31252 1.14509
H -1.89252 -0.05064 -1.70352
H -2.38763 0.10115 0.06833
H -0.10810 1.10158 -1.14556
*
```

Atom charges from the Löwdin analysis, given in e for atoms 1 to 2:
1. C -0.130
2. C 0.107

| no. | electronic energy (a.u.) |
| --- | --- |
| 1 | -2022.68060 |
| 2 | -172.12749 |
| 3 | -172.22626 |
| 4 | -172.29051 |